(1)
Formula: C27H33BN5PPtSi
Source: the Open Molecules 2025 dataset
Level of theory: ωB97M-V/def2-TZVPD

Positions of all 69 atoms, in Å:
Pt (1.2871, -0.8160, 0.0128)
B (6.0113, -0.6847, 0.5217)
C (4.5316, -0.8569, -0.0205)
N (3.4494, -0.9427, -0.4267)
H (5.9092, -0.0180, 1.5349)
H (6.4519, -1.7880, 0.7588)
H (6.6368, -0.1003, -0.3358)
C (1.1366, 4.2192, 1.0942)
N (2.4176, 3.5181, 1.1740)
C (3.1823, 3.8163, -0.0411)
N (2.4730, 3.4896, -1.2777)
C (1.1833, 4.1749, -1.2824)
N (0.3636, 3.9009, -0.1040)
C (-0.1085, 2.5143, -0.0623)
P (1.3163, 1.3454, -0.0091)
C (2.2538, 2.0790, 1.3896)
C (2.3085, 2.0411, -1.4003)
H (1.3481, 5.2902, 1.0871)
H (0.5410, 3.9848, 1.9786)
H (4.1259, 3.2699, -0.0128)
H (3.3954, 4.8866, -0.0420)
H (0.6278, 3.8880, -2.1774)
H (1.3720, 5.2496, -1.3175)
H (-0.7291, 2.2953, -0.9310)
H (-0.7301, 2.3803, 0.8224)
H (3.2307, 1.5943, 1.4608)
H (1.7215, 1.8964, 2.3260)
H (1.8294, 1.7916, -2.3492)
H (3.2863, 1.5564, -1.3970)
C (1.4770, -5.3839, 0.0023)
C (1.4241, -3.9569, 0.2767)
N (1.4146, -2.8488, 0.5629)
H (0.6415, -5.8769, 0.4950)
H (2.4239, -5.7861, 0.3574)
H (1.3991, -5.5327, -1.0736)
C (-2.8891, 1.8064, 3.3054)
C (-3.5527, 1.6502, 2.0965)
C (-3.0280, 0.8155, 1.1172)
C (-1.8309, 0.1228, 1.3118)
C (-1.1885, 0.2881, 2.5433)
C (-1.7054, 1.1151, 3.5305)
Si (-1.0333, -0.9525, -0.0293)
C (-1.6644, -2.7000, 0.2604)
C (-1.5352, -3.6618, -0.7490)
C (-2.0037, -4.9565, -0.5833)
C (-2.6114, -5.3215, 0.6130)
C (-2.7491, -4.3851, 1.6256)
C (-2.2838, -3.0858, 1.4489)
C (-1.7582, -0.4178, -1.6817)
C (-1.0681, 0.3556, -2.6164)
C (-1.6686, 0.7875, -3.7912)
C (-2.9840, 0.4418, -4.0621)
C (-3.6836, -0.3538, -3.1657)
C (-3.0723, -0.7852, -1.9970)
H (-3.2904, 2.4612, 4.0685)
H (-4.4770, 2.1833, 1.9125)
H (-3.5566, 0.7262, 0.1750)
H (-0.2543, -0.2355, 2.7272)
H (-1.1818, 1.2261, 4.4723)
H (-1.0753, -3.3867, -1.6950)
H (-1.9060, -5.6776, -1.3865)
H (-2.9827, -6.3296, 0.7488)
H (-3.2289, -4.6625, 2.5559)
H (-2.4079, -2.3655, 2.2489)
H (-0.0302, 0.6031, -2.4309)
H (-1.1071, 1.3833, -4.5003)
H (-3.4587, 0.7811, -4.9740)
H (-4.7050, -0.6423, -3.3799)
H (-3.6309, -1.4176, -1.3142)

Output
E_HOMO ... -8.513 eV
Total energy ... -2097.49877 hartree
E_LUMO ... -0.1 eV

(2)
Formula: C27H33BaO2
Source: the Open Molecules 2025 dataset
Level of theory: ωB97M-V/def2-TZVPD

Positions of all 63 atoms, in Å:
O (1.1535, 0.4717, -4.3707)
C (1.0040, 1.5540, -5.3832)
C (0.8743, 0.6595, -6.5927)
H (1.8831, 2.2185, -5.3992)
H (0.0770, 2.1619, -5.2955)
C (0.9398, -0.4344, -5.5057)
H (1.7315, 0.7112, -7.2489)
H (-0.0558, 0.7343, -7.1381)
C (2.0945, -1.3618, -5.8431)
H (3.0595, -0.8596, -5.7511)
H (2.0042, -1.6953, -6.8871)
H (2.0898, -2.2640, -5.2220)
C (-0.3663, -1.1735, -5.3205)
H (-1.1484, -0.5076, -4.9377)
H (-0.2389, -1.9861, -4.5922)
H (-0.7273, -1.6021, -6.2591)
Ba (1.3749, 0.0177, 0.6325)
C (-1.8223, -0.4665, 2.5263)
C (-1.7535, 0.9387, 2.6851)
C (-2.1145, 1.5609, 1.4624)
H (-1.4091, 1.4585, 3.5870)
C (-2.4650, 0.5176, 0.5613)
C (-2.2147, -0.7410, 1.1875)
H (-2.3943, -1.7212, 0.7344)
H (-1.6235, -1.2175, 3.2959)
H (-2.2014, 2.6318, 1.2543)
H (-2.9335, 0.6487, -0.4028)
C (1.4649, -2.2651, 2.6914)
C (0.5711, -2.8075, 1.7354)
C (1.3108, -3.1282, 0.5649)
H (-0.4799, -3.0295, 1.9101)
C (2.6742, -2.8158, 0.8161)
C (2.7724, -2.2643, 2.1265)
H (3.6871, -1.9699, 2.6439)
H (1.1932, -1.9110, 3.6766)
H (0.9197, -3.6497, -0.3138)
H (3.5101, -3.0008, 0.1341)
O (-0.4467, 1.2637, -1.4736)
C (-1.3276, 0.2871, -2.1393)
C (-2.4675, 1.1096, -2.7186)
H (-1.5578, -0.5283, -1.4672)
H (-0.7893, -0.1093, -3.0110)
C (-1.5849, 2.1899, -3.3301)
H (-3.1993, 1.4371, -1.9908)
H (-3.0775, 0.5911, -3.4641)
C (-0.5331, 2.5045, -2.2458)
H (-2.0499, 3.0329, -3.8329)
H (-1.0422, 1.6506, -4.1387)
H (-0.7897, 3.3399, -1.5651)
H (0.4442, 2.7194, -2.7260)
C (0.9626, 0.7802, 3.4231)
C (0.6348, 0.7859, 4.6460)
C (0.4663, 0.6821, 6.0433)
C (-0.6531, 1.1895, 6.7605)
C (-0.6638, 1.0746, 8.1547)
C (0.3742, 0.4112, 8.8207)
C (1.4493, -0.1289, 8.1070)
C (1.4762, -0.0399, 6.7159)
H (-1.4886, 1.6696, 6.2427)
H (-1.4917, 1.4773, 8.7466)
H (0.3735, 0.3508, 9.9011)
H (2.2581, -0.6403, 8.6366)
H (2.2818, -0.5131, 6.1423)

Output
E_HOMO ... -2.580 eV
Charge ... -1
Total energy ... -1224.42643 hartree
E_LUMO ... 1.7 eV

(3)
Formula: C27H33CeN3P2Se
Source: the Open Molecules 2025 dataset
Level of theory: ωB97M-V/def2-TZVPD

Positions of all 67 atoms, in Å:
C (-1.7540, 2.9528, -3.6398)
C (-1.4930, 1.7204, -3.0550)
C (-0.1371, 1.2494, -3.1132)
C (0.9132, 2.2127, -3.1614)
C (0.6283, 3.4787, -3.6850)
C (-0.7008, 3.8057, -3.9927)
C (2.1957, 1.7864, -2.5638)
C (2.5102, 0.3994, -2.9958)
C (1.4175, -0.5113, -2.9893)
C (1.6803, -1.9045, -2.7730)
C (2.9594, -2.3660, -3.0445)
C (4.0067, -1.4699, -3.3107)
C (3.8066, -0.0879, -3.2292)
H (-2.7920, 3.2585, -3.7786)
H (1.4577, 4.1814, -3.8773)
H (-0.9171, 4.7537, -4.4931)
H (3.0034, 2.4795, -2.7966)
H (3.1384, -3.4453, -3.0236)
H (4.9891, -1.8580, -3.5699)
H (4.6379, 0.6192, -3.3574)
N (0.1213, -0.0899, -3.1544)
Ce (0.9019, 0.7893, 0.3282)
C (-2.5188, 0.8839, -2.3310)
H (-2.5476, -0.1406, -2.7364)
H (-3.5159, 1.3402, -2.4415)
C (0.5844, -2.7607, -2.1973)
H (-0.3498, -2.6515, -2.7687)
H (0.9053, -3.8143, -2.1771)
P (-2.0861, 0.7580, -0.5083)
P (0.2447, -2.1817, -0.4484)
C (1.4597, -3.2562, 0.4288)
H (1.3140, -3.1546, 1.5131)
H (1.3102, -4.3039, 0.1173)
H (2.4781, -2.9466, 0.1689)
C (-1.3118, -3.0982, -0.1175)
H (-1.1389, -4.1860, -0.1561)
H (-1.6744, -2.8262, 0.8825)
H (-2.0764, -2.8358, -0.8609)
C (-2.6164, 2.4378, 0.0056)
H (-3.6246, 2.6675, -0.3711)
H (-2.6448, 2.4699, 1.1006)
H (-1.9087, 3.1822, -0.3776)
C (-3.5473, -0.2104, 0.0516)
H (-3.5182, -0.2644, 1.1495)
H (-4.4860, 0.2923, -0.2491)
H (-3.5388, -1.2212, -0.3795)
H (2.0060, 1.6984, -1.1693)
H (2.4294, -0.1394, -0.1701)
C (1.6295, 0.9125, 5.3694)
N (0.2414, 0.4916, 5.2392)
C (-0.2710, -0.1199, 4.1332)
Se (0.7282, -0.5559, 2.6385)
N (-1.5750, -0.4453, 4.4431)
C (-1.8607, -0.0601, 5.7617)
C (-2.9635, -0.3349, 6.5659)
C (-2.8675, 0.0855, 7.9051)
C (-1.7078, 0.7154, 8.4121)
C (-0.6009, 0.9329, 7.5871)
C (-0.7145, 0.5379, 6.2643)
H (2.3104, 0.0657, 5.2615)
H (1.7467, 1.3511, 6.3730)
H (1.8808, 1.6574, 4.6159)
H (-2.2013, -0.9374, 3.8088)
H (-3.8260, -0.8407, 6.1253)
H (-3.7104, -0.0776, 8.5724)
H (-1.6889, 1.0281, 9.4593)
H (0.3343, 1.3950, 7.9288)

Output
E_HOMO (alpha / beta) ... -8.331 / -8.341 eV
Charge ... +1
Total energy ... -4771.87603 hartree
Multiplicity ... 2
E_LUMO (alpha / beta) ... -3.2 / -3.2 eV

- Which formula does entry 3 have?
  C27H33CeN3P2Se